(1)
The following is a DFT calculation (ωB97M-V with the def2-TZVPD basis set) of the molecule C19H28N8O2.

```
57
Properties=species:S:1:pos:R:3:forces:R:3
C -3.629750 2.261455 -2.402372 0.00 0.00 -0.09
C -3.601663 0.776927 -2.638469 0.02 -0.04 -0.03
C -4.426910 0.187642 -3.594874 -0.03 -0.03 0.00
N -4.452565 -1.112264 -3.862536 0.02 0.02 0.00
C -3.645370 -1.901103 -3.155992 -0.02 0.01 -0.04
C -2.793598 -1.435440 -2.164264 0.01 -0.03 -0.04
C -2.003503 -2.454559 -1.391027 0.02 0.03 0.06
O -2.254754 -3.649696 -1.481293 -0.06 -0.02 0.03
N -1.035709 -1.970652 -0.589229 0.09 -0.10 -0.24
C -0.336741 -2.797771 0.384413 0.02 -0.03 0.00
C 0.835388 -3.532340 -0.253686 -0.01 0.00 -0.02
C 0.110016 -1.907535 1.539289 0.08 -0.02 0.02
C -1.030644 -1.205878 2.264307 0.46 -0.01 -0.27
N -1.725008 -0.210896 1.419173 -0.47 0.02 0.86
C -1.530886 1.149504 1.649261 -0.30 0.26 -1.14
O -0.557532 1.752450 1.254126 0.39 -0.18 0.66
C -2.713109 1.918693 2.238250 -0.09 0.06 0.03
C -2.549457 2.110862 3.767224 -0.04 0.02 0.04
C -3.751704 1.382898 4.387493 -0.01 0.02 0.01
C -4.786355 1.420923 3.274716 -0.03 -0.08 -0.02
N -3.972546 1.206836 2.088728 0.06 0.00 -0.01
C -4.642367 1.332019 0.809571 -0.03 0.04 0.04
C -5.288901 0.048132 0.401154 -0.07 -0.11 0.05
N -6.542045 -0.052751 -0.079126 0.08 0.10 -0.04
N -6.740601 -1.320889 -0.312591 -0.05 -0.09 0.03
N -5.641910 -1.940243 0.034684 0.05 0.03 -0.03
C -5.475833 -3.376807 -0.095634 0.02 -0.01 -0.05
N -4.697598 -1.135302 0.483343 -0.07 0.04 0.10
C -2.771012 -0.066364 -1.919598 -0.01 0.03 -0.02
H -3.350182 2.806754 -3.304910 0.01 0.00 0.01
H -4.629098 2.595081 -2.117332 -0.01 0.01 0.01
H -2.934363 2.545179 -1.612438 0.04 0.04 -0.04
H -5.106803 0.805371 -4.175108 0.01 0.01 0.01
H -3.665135 -2.960045 -3.382896 -0.01 -0.01 0.04
H -0.977600 -0.977211 -0.445248 -0.04 -0.02 -0.01
H -1.052301 -3.541208 0.750423 -0.01 0.00 0.02
H 1.350102 -4.151137 0.483394 -0.01 -0.01 0.01
H 0.480943 -4.175302 -1.058281 0.00 0.02 0.00
H 1.551329 -2.818596 -0.665966 0.00 0.00 0.01
H 0.657915 -2.522542 2.257677 0.00 -0.01 -0.02
H 0.812620 -1.153522 1.168537 0.00 0.00 0.00
H -1.773981 -1.941376 2.578899 -0.01 0.01 -0.01
H -0.640722 -0.734239 3.170818 -0.02 0.03 -0.03
H -2.722620 -0.398434 1.465360 -0.02 -0.02 0.12
H -2.716064 2.892773 1.734805 0.00 0.02 0.02
H -1.593521 1.737938 4.133541 0.00 -0.01 -0.01
H -2.585445 3.174073 4.000655 0.01 0.00 0.00
H -3.504485 0.345768 4.619231 0.02 0.00 -0.02
H -4.097442 1.859480 5.303453 0.00 0.00 0.00
H -5.545218 0.641285 3.363085 0.00 0.00 0.00
H -5.306528 2.392046 3.241780 0.03 0.01 0.00
H -5.420964 2.106080 0.815281 0.04 0.05 -0.01
H -3.908598 1.621053 0.051954 -0.07 -0.08 0.11
H -5.215664 -3.628371 -1.120468 0.05 0.01 -0.04
H -4.668387 -3.682757 0.561497 -0.01 0.02 0.00
H -6.410242 -3.854442 0.183207 0.00 0.00 0.00
H -2.137762 0.366998 -1.152254 0.03 -0.04 -0.02
```
Positions in Å, forces in eV/Å.

Summary:
SMILES: Cc1cncc(C(=O)N[C@@H](C)CCNC(=O)[C@@H]2CCCN2Cc2nnn(C)n2)c1
E_HOMO (eV): -9.184
Net charge: 0
ΔE to the lowest compared entry with this formula, charge and spin (eV): 0.893
LUMO energy (Eh): 0.02152

(2)
The following is a DFT calculation (ωB97M-V with the def2-TZVPD basis set) of the ion C19H28NO3 with charge +1.

```
51
Properties=species:S:1:pos:R:3:forces:R:3
C 3.822379 -0.298216 1.495372 0.37 -0.69 -0.61
N 3.141946 0.688764 2.351836 0.03 -0.07 -0.05
C 4.135861 1.367321 3.202318 0.63 0.38 0.52
C 2.116481 0.018256 3.205255 -0.82 -0.53 0.59
C 1.030002 1.058871 3.436007 0.09 0.02 -0.25
C 1.001263 1.884346 2.138979 0.25 -0.06 0.39
O -0.055434 1.544813 1.253467 -0.17 0.06 -0.11
C -0.077615 0.379610 0.583259 0.22 0.15 0.12
O 0.767352 -0.472248 0.738067 -0.06 0.13 0.07
C -1.283560 0.308906 -0.341718 -0.29 -0.27 0.08
O -1.922557 1.562819 -0.368353 -0.07 0.10 -0.18
C -0.826484 -0.002364 -1.763725 0.03 0.25 0.05
C -1.398894 0.705798 -2.814647 -0.03 0.06 0.05
C -1.030425 0.444110 -4.121928 -0.03 -0.01 -0.04
C -0.081489 -0.524136 -4.399373 0.01 -0.02 -0.05
C 0.502615 -1.221233 -3.356911 0.02 -0.05 -0.03
C 0.136687 -0.962122 -2.046788 0.08 -0.08 0.00
C -2.270552 -0.750486 0.253817 0.03 0.18 0.02
C -3.553211 -0.843796 -0.579733 0.01 0.08 -0.08
C -3.298922 -1.949733 -1.604603 -0.07 -0.07 -0.07
C -2.279189 -2.898379 -0.956606 -0.02 -0.13 -0.06
C -1.771617 -2.196868 0.313372 0.11 -0.05 0.06
C 2.403587 1.694878 1.527370 -0.65 0.67 -0.71
H 4.563327 0.195870 0.869663 -0.02 0.11 0.08
H 4.319939 -1.043762 2.112839 -0.02 0.09 0.11
H 3.086988 -0.793932 0.862379 -0.01 0.14 0.11
H 3.645258 2.088705 3.852484 -0.09 -0.02 -0.05
H 4.661283 0.637593 3.816249 -0.11 -0.07 -0.06
H 4.867228 1.886257 2.584811 -0.12 -0.03 -0.09
H 2.567318 -0.341512 4.128575 0.19 0.04 -0.10
H 1.707216 -0.822995 2.644633 0.23 0.19 0.12
H 0.064599 0.593165 3.623764 0.01 0.01 0.04
H 1.261278 1.705410 4.281905 0.00 0.02 0.01
H 0.796172 2.937768 2.346537 0.14 -0.21 -0.03
H -2.349550 1.733022 0.478645 0.02 -0.08 -0.02
H -2.134511 1.463942 -2.603743 -0.06 0.06 0.00
H -1.490946 0.998802 -4.925017 -0.04 0.05 -0.08
H 0.203424 -0.732281 -5.419163 0.03 -0.01 -0.10
H 1.247610 -1.976060 -3.560597 0.06 -0.07 -0.02
H 0.613869 -1.515036 -1.254682 -0.02 -0.05 0.04
H -2.500106 -0.386095 1.264367 0.02 0.02 0.00
H -3.804378 0.104404 -1.051551 -0.11 0.04 0.06
H -4.374100 -1.126996 0.080331 -0.03 0.04 0.02
H -2.890552 -1.527078 -2.521117 -0.05 -0.04 -0.03
H -4.223183 -2.464616 -1.859731 -0.02 0.01 -0.08
H -2.738955 -3.851238 -0.699261 0.04 -0.05 -0.03
H -1.460505 -3.102337 -1.644458 -0.02 -0.09 0.01
H -2.208000 -2.669072 1.194803 0.04 0.01 0.03
H -0.690741 -2.258736 0.412778 0.00 -0.07 0.09
H 2.310066 1.335327 0.502561 0.16 0.01 0.17
H 2.954860 2.633812 1.510989 0.10 -0.13 0.09
```
Positions in Å, forces in eV/Å.

Summary:
SMILES: C[N+]1(C)CC[C@H](OC(=O)[C@@](O)(c2ccccc2)C2CCCC2)C1
E_HOMO (eV): -11.468
Net charge: +1
ΔE to the lowest compared entry with this formula, charge and spin (eV): 0.452
LUMO energy (Eh): -0.09072

(3)
The following is a DFT calculation (ωB97M-V with the def2-TZVPD basis set) of a structure of composition C19H28NO4Zn.

```
53
Properties=species:S:1:pos:R:3:forces:R:3
O 0.795182 -0.225511 -2.614540 0.18 -0.23 -2.73
C 0.839998 0.929050 -3.517983 0.08 1.25 -0.34
C 0.758086 0.185289 -4.808764 0.01 -0.48 0.28
H 1.775190 1.456392 -3.365816 -0.20 0.33 0.04
H -0.032711 1.578973 -3.507669 0.33 0.04 0.71
C 0.745223 -1.009953 -3.854947 0.25 -0.93 -1.22
H 1.620518 0.311328 -5.455101 -0.01 -0.32 -0.17
H -0.179122 0.313398 -5.341844 0.03 0.14 -0.17
C 1.998555 -1.793628 -4.144703 0.47 -0.86 0.19
H 2.904979 -1.181656 -4.045555 -0.31 -0.02 0.11
H 1.964116 -2.147935 -5.187419 -0.07 0.09 0.27
H 2.105849 -2.674915 -3.509838 0.06 -0.01 0.15
C -0.525768 -1.814983 -4.031381 -0.08 -0.39 0.27
H -1.408714 -1.187885 -3.833260 0.27 -0.20 -0.02
H -0.538701 -2.681553 -3.353121 -0.13 0.19 -0.19
H -0.576245 -2.163667 -5.081357 0.00 0.06 0.52
Zn 0.096615 -0.583578 2.589633 0.53 1.08 0.24
C -2.156525 -0.880953 4.146695 0.04 0.68 -0.70
C -1.380753 0.314102 4.020495 -1.06 -0.27 -0.49
C -1.519765 0.778499 2.642123 -1.04 -0.42 0.35
H -0.983190 0.923915 4.828936 0.27 -0.46 -0.33
C -2.407125 -0.145054 1.972773 0.19 0.02 0.74
C -2.762250 -1.164441 2.893479 -0.07 0.73 0.22
H -3.455518 -1.977692 2.690531 0.33 0.05 0.00
H -2.269855 -1.455437 5.060108 0.11 0.02 -0.20
H -1.212316 1.760720 2.277654 0.01 -0.51 0.14
H -2.810533 -0.001946 0.970883 0.29 -0.29 0.24
C 1.354197 -2.176575 4.430936 0.38 -0.24 -1.15
C 0.546635 -3.048128 3.641420 0.89 0.38 -0.56
C 0.803696 -2.767855 2.255163 0.07 -0.12 0.77
H -0.070585 -3.863000 4.015524 -0.07 0.43 -0.13
C 1.808660 -1.718134 2.192402 0.05 -0.31 0.90
C 2.112365 -1.339405 3.559739 0.13 -1.53 -0.28
H 2.914965 -0.668510 3.853546 -0.52 0.03 -0.10
H 1.456503 -2.204924 5.511571 -0.25 0.20 -0.20
H 0.437471 -3.336976 1.394967 0.04 0.34 0.41
H 2.370109 -1.415548 1.307565 -0.37 0.05 0.29
O 0.414461 2.109103 -1.613279 -0.43 0.50 1.84
C -0.666729 1.237927 -1.131849 0.87 0.04 1.39
C -1.793265 2.162874 -0.684452 0.06 0.21 0.38
H -0.182716 0.654759 -0.310755 -0.74 0.31 -0.34
H -1.031993 0.526526 -1.856391 0.37 0.16 -0.37
C -1.054259 3.520616 -0.681016 -0.57 0.09 -0.19
H -2.274552 1.864850 0.267648 0.48 0.28 -0.52
H -2.556700 2.154909 -1.470307 -0.12 0.12 0.27
C 0.432833 3.159700 -0.604764 -0.70 -0.16 0.02
H -1.467935 4.284873 -0.031324 0.15 -0.03 0.44
H -1.209657 3.860657 -1.703967 0.19 0.54 -0.05
H 0.749765 2.734940 0.376084 -0.15 0.37 -0.55
H 1.073672 4.031304 -0.883279 -0.27 -0.99 -0.13
O 1.468210 1.346668 4.313819 -0.18 0.26 -1.45
N 1.693505 1.966821 3.258837 0.21 0.32 0.14
O 1.286108 1.461640 2.152131 0.00 -0.52 1.23
```
Positions in Å, forces in eV/Å.

Summary:
E_HOMO (eV): -4.051
Net charge: -1
LUMO energy (Eh): 0.09272